Molecular formula: C6H9NO2
Method: DFT, wB97M-V/def2-TZVPD

Cartesian coordinates (Å):
O -2.4042 -0.5966 -0.9875
C -1.4686 0.0996 -1.4729
C -1.0415 0.7156 -0.1741
C -0.2205 -0.1812 0.6979
C 0.3191 0.0252 1.9550
C 1.2510 -1.0278 2.1907
C 1.1827 -1.8782 1.1036
N 0.3099 -1.3430 0.2004
H -1.8019 0.7695 -2.2898
H -1.8127 1.2551 0.3846
H -0.2265 1.6319 -0.6558
H 0.1279 0.8911 2.5860
H 1.9808 -1.0846 2.9950
H 1.7579 -2.7686 0.8644
H 0.0342 -1.7525 -0.6942
O 0.6031 2.1612 -2.1529
H -0.0907 1.2672 -2.4096
H 1.5001 1.8162 -2.1409

Properties
E_LUMO: -1.1 eV
E: -439.09567 hartree
highest occupied orbital energy: -7.798 eV
orbital gap: 6.71 eV
energy relative to the best compared isomer or geometry (same formula, charge and spin): 113.4 kcal per mole
SMILES: O=CCc1ccc[nH]1.O